A cluster of 2 separate species, C4H7N in total at a distorted geometry, computed with the ωB97M-V functional and the def2-TZVPD basis.

```
! RIJCOSX wB97M-V def2-TZVPD def2/J DEFGRID3
* xyz 0 1
C -0.435 -0.542 -1.272
C -0.409 -0.221 -0.037
C -1.114 -0.939 1.046
H -0.183 0.009 -2.131
H -0.927 -1.383 -1.576
H -0.081 0.782 0.334
H -2.104 -0.779 0.845
H -0.911 -1.986 0.925
H -0.732 -0.526 1.944
C 2.398 1.857 -0.010
N 2.215 2.925 0.321
H 2.282 0.804 -0.388
*
```

**E_HOMO**: -10.159 eV
**SMILES string**: C=CC.C#N
**Energy relative to the best compared isomer or geometry (same formula, charge and spin)**: 2.209 eV
**Lowest unoccupied orbital energy**: 1.020 eV
**Kohn-Sham gap**: 11.18 eV

---

The ion C4H7N2 with charge +1 at a distorted geometry, computed with the ωB97M-V functional and the def2-TZVPD basis.

```
! RIJCOSX wB97M-V def2-TZVPD def2/J DEFGRID3
* xyz 1 1
H 2.219 -0.474 1.475
N 2.160 -0.239 0.475
C 0.890 -0.073 0.123
C 0.577 0.759 -1.195
C -0.101 -1.030 0.647
N -1.348 -0.900 0.298
C -1.943 0.314 0.291
H -0.409 1.066 -1.436
H 1.432 1.337 -1.549
H 0.782 -0.324 -1.323
H 0.363 -1.868 1.147
H -1.627 1.085 1.017
H -2.994 0.349 0.031
*
```

**E_HOMO**: -14.366 eV
**SMILES string**: [H]/N=C(/C)C=[N+]=C
**Energy relative to the best compared isomer or geometry (same formula, charge and spin)**: 6.869 eV
**Lowest unoccupied orbital energy**: -7.791 eV
**Kohn-Sham gap**: 6.57 eV

---

A structure of composition C4H7N2 at a distorted geometry, computed with the ωB97M-V functional and the def2-TZVPD basis.

```
! RIJCOSX wB97M-V def2-TZVPD def2/J DEFGRID3
* xyz 1 1
C -1.310 0.766 0.633
C -1.610 0.966 -0.623
C -0.966 -1.294 -0.413
C 1.045 -0.116 0.433
N 1.494 0.801 -0.492
N -0.483 -0.343 0.307
H -1.371 1.193 1.615
H -2.029 -1.387 -0.601
H -0.312 -2.049 -0.823
H 1.214 0.231 1.454
H 1.486 -1.106 0.289
H 1.471 0.555 -1.469
H 1.371 1.783 -0.309
*
```

**E_HOMO**: -14.891 eV
**Energy relative to the best compared isomer or geometry (same formula, charge and spin)**: 6.330 eV
**Lowest unoccupied orbital energy**: -5.501 eV
**Kohn-Sham gap**: 9.39 eV